Arrangement one

19
Properties=species:S:1:pos:R:3:mulliken_charge:R:1 method="wB97M-V/def2-TZVPD" mol_weight_g_mol=113.16 multiplicity=1 total_charge=0
H 2.490 -1.423 0.811 0.198
N 1.684 -0.982 0.375 -0.451
C 1.267 0.133 0.813 -0.505
C 0.081 0.623 0.084 1.692
C -0.436 1.918 0.692 -1.793
C 0.231 0.714 -1.431 -1.571
C -0.855 -0.744 0.434 0.483
C -0.804 -2.034 -0.340 -1.167
O -1.848 -0.516 1.091 -0.551
H 1.491 0.480 1.832 0.359
H 0.337 2.688 0.676 0.422
H -0.702 1.788 1.743 0.381
H -1.337 2.238 0.173 0.382
H 0.687 -0.169 -1.870 0.382
H -0.746 0.854 -1.894 0.377
H 0.894 1.543 -1.682 0.405
H -1.793 -2.292 -0.715 0.376
H -0.534 -2.810 0.379 0.306
H -0.107 -2.009 -1.171 0.274

---

Arrangement two

19
Properties=species:S:1:pos:R:3:mulliken_charge:R:1 method="wB97M-V/def2-TZVPD" mol_weight_g_mol=113.16 multiplicity=1 total_charge=0
C -2.857 -1.398 -0.691 -0.800
C -1.645 -1.023 -0.299 -0.149
C -0.555 -0.522 -1.211 -0.613
C 0.112 0.739 -0.553 -0.699
C 1.234 0.390 0.402 0.465
N 1.038 -0.321 1.611 -0.461
C 2.042 1.687 0.701 -0.342
O 2.788 1.802 1.642 -0.507
H -3.245 -1.224 -1.689 0.258
H -3.559 -1.816 0.020 0.252
H -1.498 -1.043 0.777 0.319
H 0.207 -1.294 -1.148 0.307
H -1.013 -0.211 -2.140 0.388
H -0.625 1.249 0.043 0.368
H 0.531 1.320 -1.370 0.393
H 2.287 0.293 -0.024 0.006
H 1.314 0.255 2.394 0.222
H 1.333 -1.275 1.685 0.212
H 2.114 2.391 -0.149 0.379

---

Arrangement three

19
Properties=species:S:1:pos:R:3:mulliken_charge:R:1 method="wB97M-V/def2-TZVPD" mol_weight_g_mol=113.16 multiplicity=1 total_charge=0
C 1.317 1.001 1.301 -1.415
C 1.165 0.113 -1.412 -1.506
C 0.700 -0.213 0.607 0.860
O 1.090 -1.361 0.864 -0.673
H 0.986 0.998 2.343 0.375
H 2.403 0.909 1.267 0.390
H 1.076 -0.822 -1.966 0.428
H 2.199 0.158 -1.072 0.428
H 1.098 0.996 -2.054 0.378
H 1.021 1.942 0.836 0.367
C -1.741 -1.126 0.943 -1.469
C -0.885 0.010 0.382 0.177
N -1.503 0.260 -2.071 -0.547
C -0.865 0.116 -1.047 0.406
H -1.069 0.262 -2.992 0.309
H -1.172 0.980 0.795 0.387
H -1.612 -1.177 2.026 0.374
H -1.407 -2.074 0.521 0.313
H -2.800 -0.972 0.728 0.419

---

Q: Which of them is the most stable? A: arrangement one.

---

Arrangement one

19
Properties=species:S:1:pos:R:3:mulliken_charge:R:1 method="wB97M-V/def2-TZVPD" mol_weight_g_mol=113.16 multiplicity=1 total_charge=0
C 1.782 -0.167 -0.086 -0.051
C 0.870 -1.108 -0.699 -0.562
C -2.089 -0.077 1.596 -1.229
C 1.962 1.231 -0.536 -1.081
C -0.680 -0.137 1.038 0.802
C -0.496 -0.476 -0.316 0.068
N -1.444 -0.228 -1.288 -0.478
O 0.282 0.087 1.814 -0.677
H 2.337 -0.467 0.791 0.315
H -1.457 -0.812 -2.110 0.211
H -1.756 0.716 -1.459 0.208
H 0.928 -1.103 -1.788 0.334
H 0.982 -2.128 -0.330 0.252
H -2.103 -0.621 2.542 0.337
H -2.349 0.962 1.820 0.278
H -2.830 -0.488 0.911 0.359
H 3.020 1.437 -0.738 0.376
H 1.378 1.463 -1.428 0.285
H 1.663 1.915 0.268 0.254

---

Arrangement two

19
Properties=species:S:1:pos:R:3:mulliken_charge:R:1 method="wB97M-V/def2-TZVPD" mol_weight_g_mol=113.16 multiplicity=1 total_charge=0
C 0.959 -0.502 -1.598 -0.618
C 0.875 -0.231 -3.117 -0.458
C -0.436 0.512 -2.848 -0.557
C 0.794 -0.362 1.514 -0.963
C -0.789 0.144 3.436 -1.096
C -0.592 0.171 1.903 0.947
N -0.202 0.088 -1.491 0.262
O -1.497 0.455 1.184 -0.631
H 1.669 0.341 -3.567 0.243
H 0.895 -1.078 -3.864 0.231
H -0.581 1.508 -3.182 0.286
H -1.368 0.047 -3.320 0.190
H 1.491 -0.058 2.243 0.392
H 1.076 -0.158 0.415 0.272
H 0.817 -1.441 1.669 0.329
H -0.751 -0.950 3.742 0.263
H -1.803 0.569 3.639 0.325
H 0.169 0.657 3.868 0.297
H -0.727 0.288 -0.625 0.287

---

Arrangement three

19
Properties=species:S:1:pos:R:3:mulliken_charge:R:1 method="wB97M-V/def2-TZVPD" mol_weight_g_mol=113.16 multiplicity=1 total_charge=0
C 1.950 -1.139 -1.002 -0.742
O 0.621 -0.996 -0.619 -0.320
C 0.402 0.136 0.247 0.704
C -0.205 1.237 -0.547 -0.823
C -1.684 0.668 -0.758 -0.533
N -1.789 -0.487 0.217 -0.448
C -0.801 -0.090 1.189 -0.414
C 0.602 -0.319 1.714 -0.603
H 2.627 -1.216 -0.157 0.311
H 2.291 -0.286 -1.630 0.256
H 2.026 -2.072 -1.611 0.239
H -0.063 2.210 0.124 0.231
H 0.291 1.400 -1.485 0.391
H -2.501 1.390 -0.522 0.323
H -1.729 0.259 -1.730 0.350
H -2.723 -0.610 0.556 0.293
H -1.070 0.853 1.661 0.189
H 1.043 -1.279 1.755 0.348
H 0.711 0.342 2.597 0.247

---

Q: Which of them is the most stable? A: arrangement one.